[1]
The following is a DFT calculation (ωB97M-V with the def2-TZVPD basis set) of 3 unconnected molecules or ions with the total composition C4H12O2.

CARTESIAN COORDINATES (ANGSTROEM)
1 C 0.813882 -0.345533 0.752240
2 C -0.020697 0.404536 0.063787
3 C -1.524986 0.325979 0.124890
4 C 0.469744 1.496540 -0.888499
5 H 1.897270 -0.341713 0.801276
6 H 0.401938 -1.094259 1.420253
7 H -1.910155 1.328307 0.223705
8 H -1.837707 -0.357890 0.903473
9 H -1.886731 -0.077307 -0.827236
10 H 0.162849 2.419130 -0.398337
11 H 0.041812 1.368262 -1.882146
12 H 1.509337 1.414200 -0.977083
13 O -4.588325 -0.991167 4.160269
14 H -3.915327 -0.896613 4.847333
15 H -4.351165 -1.837447 3.768065
16 O 5.141467 -1.219978 -3.972168
17 H 5.414187 -0.318476 -4.153286
18 H 4.182608 -1.276571 -3.966535

Atomic forces in eV per Å
C -0.15 -1.03 1.03
C 0.14 0.92 -1.21
C 0.89 -0.78 -0.40
C -1.38 -0.98 1.02
H -0.06 0.49 -0.57
H -0.15 -0.04 0.09
H -0.43 0.22 0.29
H -0.30 0.15 0.29
H -0.07 0.12 0.03
H 0.14 0.41 -0.54
H -0.27 0.27 0.05
H 1.62 0.26 -0.09
O 0.38 -0.17 0.21
H -0.20 0.20 -0.04
H -0.18 -0.03 -0.17
O 0.30 -0.46 0.10
H -0.34 0.10 -0.02
H 0.05 0.35 -0.07

Results
ΔE to the lowest compared entry with this formula, charge and spin ... 18.3 kcal/mol
HOMO-LUMO gap ... 10.11 eV
SMILES ... C=C(C)C.O.O
Highest occupied orbital energy ... -9.43 eV
Molar mass ... 92.138 g/mol
Multiplicity ... 1
LUMO level ... 0.68 eV


[2]
The following is a DFT calculation (ωB97M-V with the def2-TZVPD basis set) of 2 unconnected molecules or ions with the total composition C4H12O2.

CARTESIAN COORDINATES (ANGSTROEM)
1 C 1.784452 -4.249685 -0.974824
2 C 1.007682 -5.569685 -0.844444
3 O 0.358402 -5.728545 0.377835
4 H 2.226002 -4.114946 -1.976564
5 H 2.598782 -4.269095 -0.231125
6 H 1.131572 -3.387206 -0.759224
7 H 0.169943 -5.634875 -1.565134
8 H 1.690862 -6.417344 -1.044934
9 H -0.515587 -6.162015 0.284825
10 C -1.248177 4.743571 -0.224805
11 C -0.839517 5.135251 1.174755
12 O -1.987357 5.588281 1.906854
13 H -1.954357 3.905821 -0.098005
14 H -0.426557 4.414562 -0.883064
15 H -1.777397 5.578931 -0.713385
16 H -0.291867 4.321031 1.687175
17 H -0.142887 5.987531 1.057395
18 H -1.783997 5.858411 2.826674

Atomic forces in eV per Å
C -0.23 -0.17 0.62
C -0.64 -0.28 -1.83
O -0.63 -0.10 1.75
H -0.24 -0.26 0.38
H -0.24 0.19 -0.30
H 0.25 -0.34 -0.07
H 0.83 0.24 -0.51
H -0.19 0.26 0.11
H 1.09 0.46 -0.15
C -1.03 -0.54 0.04
C 1.09 1.12 0.20
O -0.03 -0.24 0.28
H 0.12 0.23 -0.47
H -0.15 0.20 0.56
H 0.20 -0.34 0.20
H -0.41 0.24 -0.13
H -0.01 -0.29 0.34
H 0.22 -0.38 -1.02

Results
ΔE to the lowest compared entry with this formula, charge and spin ... 20.3 kcal/mol
HOMO-LUMO gap ... 11.20 eV
SMILES ... CCO.CCO
Highest occupied orbital energy ... -10.22 eV
Molar mass ... 92.138 g/mol
Multiplicity ... 1
LUMO level ... 0.99 eV


[3]
The following is a DFT calculation (ωB97M-V with the def2-TZVPD basis set) of 2 unconnected molecules or ions with the total composition C4H12O3.

CARTESIAN COORDINATES (ANGSTROEM)
1 C 0.542932 1.996693 2.465077
2 C 0.383302 1.580043 1.023577
3 O 0.403152 0.180134 0.950617
4 C 1.331882 -0.172106 -0.097283
5 O 0.997692 0.206634 -1.389932
6 C -0.246558 -0.407226 -1.960122
7 H -0.234068 1.533323 3.096096
8 H 0.545242 3.083853 2.651286
9 H 1.524391 1.587473 2.758136
10 H 1.261851 2.045003 0.536317
11 H -0.525108 2.039983 0.589187
12 H 2.265881 0.328024 0.223607
13 H 1.507361 -1.264676 -0.066243
14 H -0.358038 -0.024256 -2.988482
15 H -1.116728 -0.079946 -1.366562
16 H -0.238498 -1.509666 -1.994212
17 O -2.516387 -3.342815 -1.455572
18 H -2.406427 -4.012135 -2.168432
19 H -3.121877 -3.768335 -0.807063

Atomic forces in eV per Å
C 0.08 -0.45 0.89
C -0.15 1.91 0.46
O 0.51 -0.35 -1.67
C 0.18 -0.98 0.90
O -1.46 -0.37 -0.69
C 0.67 0.72 0.69
H 0.31 0.19 -0.15
H -0.05 -0.40 -0.35
H -0.37 0.24 0.33
H -0.48 -0.40 -0.39
H 0.28 -0.48 -0.07
H -0.17 -0.14 -0.87
H -0.45 0.33 0.29
H 0.33 -0.05 0.57
H 0.39 -0.17 -0.18
H 0.36 0.40 0.26
O -0.48 -1.10 -0.10
H -0.16 0.68 0.79
H 0.66 0.44 -0.71

Results
ΔE to the lowest compared entry with this formula, charge and spin ... 32.7 kcal/mol
HOMO-LUMO gap ... 10.72 eV
SMILES ... CCOCOC.O
Highest occupied orbital energy ... -10.01 eV
Molar mass ... 108.137 g/mol
Multiplicity ... 1
LUMO level ... 0.71 eV


[4]
The following is a DFT calculation (ωB97M-V with the def2-TZVPD basis set) of 2 unconnected molecules or ions with the total composition C4H12O3.

CARTESIAN COORDINATES (ANGSTROEM)
1 C -1.000677 -0.142350 1.405179
2 C 0.305394 -0.379711 0.677515
3 O -0.084493 -0.893738 -0.604521
4 C 1.079746 0.896916 0.396831
5 C 0.365197 2.007298 -0.335799
6 O 1.307552 2.682668 -1.148669
7 H -1.574603 0.739883 1.151792
8 H -1.554530 -1.080518 1.388249
9 H -0.720919 -0.060043 2.461622
10 H 0.796004 -1.178163 1.233952
11 H 0.594413 -1.150044 -1.239149
12 H 1.877147 0.581819 -0.285096
13 H 1.612206 1.257448 1.281023
14 H -0.127431 2.764290 0.287211
15 H -0.488265 1.594325 -0.882704
16 H 0.924207 3.104744 -1.918401
17 O -0.762845 -3.766145 -1.324852
18 H -1.586968 -3.979416 -1.773945
19 H -0.961140 -2.999268 -0.770232

Atomic forces in eV per Å
C 0.64 -0.71 1.38
C -1.13 0.59 -1.30
O -1.08 -0.67 -0.38
C 1.50 -0.45 0.43
C -1.31 0.50 -0.04
O 0.65 -0.19 -0.16
H -0.12 -0.08 -0.44
H -0.47 0.25 -0.33
H -0.13 0.34 0.05
H 0.74 0.35 -0.02
H 0.44 0.21 0.59
H 0.12 0.16 0.03
H -0.20 0.09 0.10
H 0.31 -0.22 0.56
H 0.34 -0.21 -0.49
H -0.38 -0.05 0.08
O -0.07 -0.02 0.07
H 0.05 0.04 0.05
H 0.09 0.10 -0.17

Results
ΔE to the lowest compared entry with this formula, charge and spin ... 17.0 kcal/mol
HOMO-LUMO gap ... 11.12 eV
SMILES ... C[C@@H](O)CCO.O
Highest occupied orbital energy ... -10.32 eV
Molar mass ... 108.137 g/mol
Multiplicity ... 1
LUMO level ... 0.80 eV


[5]
The following is a DFT calculation (ωB97M-V with the def2-TZVPD basis set) of 2 unconnected molecules or ions with the total composition C4H12O3.

CARTESIAN COORDINATES (ANGSTROEM)
1 C 2.210430 1.854282 -0.528025
2 C 0.731106 1.471585 -0.306011
3 O -0.038559 1.748842 -1.481206
4 C 0.436780 0.131632 0.359619
5 C -1.011603 -0.074131 0.745848
6 O -1.035059 -1.189674 1.600228
7 H 2.082156 2.910566 -0.731559
8 H 2.831601 1.704732 0.380811
9 H 2.569860 1.210410 -1.347864
10 H 0.331714 2.181095 0.432227
11 H -0.954249 1.644857 -1.231250
12 H 1.057589 0.147482 1.254296
13 H 0.706233 -0.820553 -0.092076
14 H -1.693624 -0.183548 -0.118050
15 H -1.426882 0.790460 1.340523
16 H -1.389003 -2.028914 1.280661
17 O -1.045498 -3.332040 -0.229860
18 H -1.522025 -3.244939 -1.069453
19 H -0.326364 -2.711387 -0.424007

Atomic forces in eV per Å
C -1.34 -0.98 0.18
C -0.37 0.18 0.92
O 0.87 -0.41 -0.36
C 0.19 0.20 -0.07
C -0.74 0.48 0.71
O -0.16 -0.30 1.14
H 0.94 0.16 -0.57
H -0.54 0.06 -0.56
H 0.25 0.75 0.13
H 0.27 0.07 0.27
H -0.36 0.02 -0.05
H -0.26 -0.04 0.39
H 0.51 0.21 -0.90
H 0.36 -0.13 0.09
H 0.49 -0.59 -0.54
H -0.09 0.45 -0.66
O 0.10 0.55 -0.90
H -0.33 -0.43 0.29
H 0.21 -0.24 0.50

Results
ΔE to the lowest compared entry with this formula, charge and spin ... 21.2 kcal/mol
HOMO-LUMO gap ... 10.58 eV
SMILES ... C[C@@H](O)CCO.O
Highest occupied orbital energy ... -10.04 eV
Molar mass ... 108.137 g/mol
Multiplicity ... 1
LUMO level ... 0.53 eV


[6]
The following is a DFT calculation (ωB97M-V with the def2-TZVPD basis set) of 3 unconnected molecules or ions with the total composition C4H12O4.

CARTESIAN COORDINATES (ANGSTROEM)
1 O 0.495059 1.190728 -2.534863
2 C -0.162295 0.293142 -3.001544
3 C -0.571937 -0.979651 -2.111171
4 C -0.288643 -0.681742 -0.681676
5 C -0.824561 -1.883751 0.166478
6 O 0.003965 -3.013553 0.420783
7 H -0.371664 0.331079 -4.045931
8 H -1.632493 -1.113570 -2.354520
9 H -0.296689 -1.879599 -2.650946
10 H 0.769206 -0.511130 -0.644716
11 H -0.878286 0.198114 -0.320056
12 H -1.637408 -2.495650 -0.257304
13 H -1.185827 -1.493635 1.107308
14 H 0.648978 -2.863118 1.121015
15 O 1.108549 2.163422 4.483877
16 H 1.374394 1.304325 4.837503
17 H 0.836748 1.864996 3.614016
18 O 0.033760 2.300786 1.562911
19 H -0.258335 1.727058 0.844177
20 H 0.497282 3.033257 1.132214

Atomic forces in eV per Å
O -0.35 0.03 0.14
C 0.97 -1.45 2.15
C -1.32 2.69 -3.21
C -1.38 -1.89 0.49
C 0.07 -0.75 0.57
O 1.14 0.05 -0.02
H -0.69 -0.30 -1.22
H -0.48 0.50 0.57
H 1.36 -0.35 0.57
H 0.55 0.16 0.87
H 0.66 -0.52 -0.64
H -0.33 1.39 -0.54
H -0.17 0.16 0.43
H -0.08 0.27 -0.14
O 0.19 -0.81 0.13
H 0.14 0.32 0.52
H -0.38 0.55 -0.73
O 0.09 0.04 -0.09
H 0.15 0.17 0.05
H -0.13 -0.24 0.11

Results
ΔE to the lowest compared entry with this formula, charge and spin ... 46.3 kcal/mol
HOMO-LUMO gap ... 10.52 eV
SMILES ... O=CCCCO.O.O
Highest occupied orbital energy ... -10.02 eV
Molar mass ... 124.136 g/mol
Multiplicity ... 1
LUMO level ... 0.51 eV